Record 1
{
  "formula": "C16H20N5OPdS",
  "method": "ωB97M-V/def2-TZVPD",
  "species": ["Pd", "C", "C", "C", "C", "N", "C", "C", "C", "C", "C", "C", "C", "H", "H", "H", "H", "H", "H", "H", "H", "S", "C", "N", "C", "C", "N", "H", "H", "H", "H", "H", "H", "C", "N", "C", "N", "O", "H", "H", "H", "H", "H", "H"],
  "coordinates": [[0.257008, 0.706542, 0.732530], [2.207232, 2.009781, -2.897081], [1.386141, 3.054161, -3.299626], [0.234965, 3.327595, -2.585398], [-0.079728, 2.557384, -1.471921], [0.734356, 1.557585, -1.087353], [1.840313, 1.285198, -1.781853], [-1.260041, 2.706250, -0.627620], [-2.328258, 3.544831, -0.930806], [-3.446508, 3.562722, -0.113566], [-3.502057, 2.735099, 0.996427], [-2.437848, 1.896473, 1.312187], [-1.306379, 1.886034, 0.511283], [3.111153, 1.758225, -3.431687], [1.642330, 3.650191, -4.165133], [-0.415057, 4.137242, -2.881819], [2.429738, 0.448690, -1.427687], [-2.301411, 4.174389, -1.810486], [-4.277532, 4.213669, -0.347953], [-4.379053, 2.741923, 1.630647], [-2.499497, 1.266037, 2.189180], [0.072989, 0.677322, 3.174446], [1.200338, -0.548638, 2.885995], [1.114838, -1.830820, 3.201912], [2.126265, -2.643782, 2.520531], [3.101836, -1.567195, 2.004128], [2.300542, -0.339919, 2.110880], [0.262692, -2.198776, 3.591309], [1.667701, -3.189927, 1.697720], [2.605483, -3.335389, 3.208719], [3.400682, -1.745022, 0.974951], [3.986860, -1.499730, 2.637436], [2.727674, 0.573922, 2.119118], [-1.208818, -4.508688, -1.262982], [-0.131512, -3.606930, -0.900942], [-0.291439, -2.355266, -0.415724], [-1.564602, -1.948861, -0.159932], [0.683497, -1.628231, -0.174712], [-0.779210, -5.454709, -1.579337], [-1.808426, -4.119849, -2.089554], [-1.856203, -4.707409, -0.407857], [0.814158, -3.842731, -1.145965], [-2.355182, -2.431714, -0.548992], [-1.680034, -0.967677, 0.046589]],
  "forces_ev_per_a": [[-0.391, 0.725, 0.535], [-0.003, -0.023, 0.027], [-0.022, 0.000, 0.014], [0.003, -0.001, -0.015], [0.112, 0.099, -0.148], [-0.011, -0.238, -0.118], [0.031, -0.067, -0.021], [-0.130, -0.006, 0.060], [-0.003, -0.040, 0.069], [-0.015, 0.029, -0.026], [-0.027, 0.007, 0.011], [0.106, -0.053, 0.099], [0.217, -0.064, -0.084], [0.001, 0.004, -0.006], [0.001, 0.000, -0.001], [-0.005, 0.006, 0.000], [-0.013, 0.000, 0.012], [0.012, 0.002, -0.010], [0.002, 0.001, -0.002], [0.003, -0.005, 0.005], [-0.015, 0.002, -0.004], [-0.193, -0.109, -0.349], [0.155, -0.023, -0.372], [0.075, -0.028, 0.068], [0.059, 0.089, -0.006], [-0.031, -0.035, 0.069], [-0.020, -0.212, 0.026], [0.011, -0.029, 0.003], [0.001, -0.005, -0.004], [-0.030, -0.023, 0.002], [-0.019, -0.012, -0.004], [0.009, 0.037, -0.017], [-0.013, 0.005, 0.077], [-0.002, 0.014, -0.009], [0.004, -0.038, 0.012], [-0.108, 0.110, -0.005], [0.013, -0.010, -0.026], [0.247, -0.090, 0.135], [0.004, 0.002, 0.002], [-0.004, -0.002, 0.000], [-0.004, -0.003, -0.001], [-0.002, 0.012, -0.010], [0.004, -0.010, 0.000], [-0.009, -0.016, 0.015]],
  "mulliken_charge": [-0.407, -0.929, -0.344, -0.823, 1.494, -0.112, -0.005, 0.310, -0.611, -0.705, -0.769, 0.194, -0.066, 0.413, 0.439, 0.371, 0.422, 0.300, 0.406, 0.401, 0.440, -0.379, 0.141, -0.066, -0.252, -0.508, -0.108, 0.279, 0.089, 0.334, 0.250, 0.377, 0.254, -1.035, -0.156, 0.491, -0.278, -0.451, 0.321, 0.332, 0.338, 0.285, 0.242, 0.077],
  "multiplicity": 1,
  "de_lowest_kj_mol": 0.0,
  "molar_mass_g_mol": 436.9,
  "orbital_gap_ev": 8.557,
  "charge": 1
}



Record 2
{
  "formula": "C51H96ClF2N4O8S",
  "method": "ωB97M-V/def2-TZVPD",
  "species": ["C", "C", "C", "F", "C", "N", "C", "C", "C", "C", "C", "N", "C", "C", "F", "C", "C", "C", "C", "S", "O", "O", "Cl", "N", "C", "C", "C", "C", "C", "C", "C", "C", "C", "C", "C", "C", "N", "H", "H", "H", "H", "H", "H", "H", "H", "H", "H", "H", "H", "H", "H", "H", "H", "H", "H", "H", "H", "H", "H", "H", "H", "H", "H", "H", "H", "H", "H", "H", "H", "H", "H", "H", "H", "H", "H", "H", "H", "H", "H", "H", "H", "H", "H", "H", "H", "C", "C", "C", "O", "C", "H", "H", "H", "H", "H", "H", "H", "H", "C", "C", "C", "O", "C", "H", "H", "H", "H", "H", "H", "H", "H", "C", "C", "C", "O", "C", "H", "H", "H", "H", "H", "H", "H", "H", "C", "C", "C", "O", "C", "H", "H", "H", "H", "H", "H", "H", "H", "C", "C", "C", "O", "C", "H", "H", "H", "H", "H", "H", "H", "H", "C", "C", "C", "O", "C", "H", "H", "H", "H", "H", "H", "H", "H"],
  "coordinates": [[-4.829652, 1.095819, -1.802900], [-3.651407, 1.699823, -0.849817], [-2.814579, 0.441756, -0.345310], [-3.479349, 0.172961, 0.953519], [-1.301031, 0.681832, 0.111374], [-1.042769, -0.288601, 1.191497], [-0.195019, -1.434566, 0.917521], [0.203995, -2.304245, 2.227798], [0.388718, -1.642082, 3.598651], [0.731987, -2.626346, 4.733701], [0.817217, -4.092579, 4.320911], [0.602739, -4.749705, 3.095351], [0.294943, -3.827605, 2.067619], [0.981147, -1.216083, -0.187342], [0.318801, -1.958300, -1.277067], [2.207604, -2.217466, -0.101997], [2.095477, -3.706225, -0.650213], [2.913436, -4.028015, -2.009423], [4.492181, -3.840255, -1.877320], [5.226365, -4.620302, -3.426967], [6.690985, -4.346306, -3.577449], [4.504618, -4.008393, -4.617200], [4.748359, -6.666098, -3.502637], [1.239397, 0.245206, -0.572416], [1.936487, 1.010995, 0.572324], [1.089784, 1.687321, 1.765614], [2.950801, 0.258619, 1.545832], [4.439916, -0.136750, 1.259245], [2.117914, 0.380947, -1.835201], [3.715137, 0.687928, -1.636359], [2.299615, -0.675391, -2.980885], [1.321617, -1.310694, -4.018921], [-0.106724, 0.931774, -0.981427], [-0.064974, 2.543139, -1.058155], [0.213177, 3.365430, -2.411356], [-0.735324, 0.634451, -2.390689], [-1.448069, -0.534810, -2.869051], [-4.368910, 0.433131, -2.627988], [-5.373350, 1.974647, -2.306011], [-5.534260, 0.439880, -1.184545], [-3.105673, 2.454353, -1.492044], [-4.206797, 2.261619, -0.022013], [-3.066434, -0.504092, -0.906283], [-1.495878, 1.642226, 0.740602], [-1.069059, 0.076333, 2.137421], [-1.011962, -2.168936, 0.524000], [0.273551, -0.554365, 3.863495], [0.913423, -2.303391, 5.814796], [1.109935, -4.802474, 5.178219], [0.058959, -4.264436, 1.050371], [2.592527, -2.360249, 0.978853], [3.148261, -1.805888, -0.625832], [2.610773, -4.422138, 0.103089], [1.081519, -4.177165, -0.798465], [2.506972, -3.496314, -2.926858], [2.734604, -5.152636, -2.200662], [4.844958, -2.745240, -1.929402], [4.978955, -4.390376, -1.009485], [2.327511, 2.012052, 0.139611], [0.218291, 2.354323, 1.548855], [1.793389, 2.451737, 2.281315], [0.802161, 0.956337, 2.574201], [3.179046, 0.904681, 2.484070], [2.342994, -0.573141, 2.076069], [5.013695, 0.808690, 0.921678], [4.704133, -0.949206, 0.525303], [4.970904, -0.438769, 2.240442], [1.871908, 1.350789, -2.420317], [4.338153, -0.250065, -1.495275], [4.119183, 1.149862, -2.619363], [4.031428, 1.477761, -0.909942], [2.932295, -0.110365, -3.785377], [3.075568, -1.493670, -2.723613], [1.954095, -1.914396, -4.778323], [0.825266, -0.502055, -4.680194], [0.500309, -2.017292, -3.707987], [0.594670, 3.118092, -0.349622], [-1.127927, 2.943291, -0.836176], [1.321670, 3.386291, -2.733968], [-0.501685, 3.167926, -3.270937], [0.012476, 4.467013, -2.124119], [-0.066442, 0.912791, -3.297674], [-1.580802, 1.425579, -2.536676], [-1.772223, -1.280515, -2.283602], [-1.362675, -0.727416, -3.862668], [2.505525, 7.297406, -4.319561], [1.834715, 8.338448, -3.450332], [0.475133, 7.714873, -3.203936], [0.661499, 6.291131, -3.223206], [1.971625, 6.005366, -3.733137], [3.595254, 7.351458, -4.308216], [2.168014, 7.405285, -5.355286], [2.377511, 8.437522, -2.504587], [1.773342, 9.324411, -3.913060], [-0.230210, 7.971294, -4.000933], [0.043117, 8.015456, -2.246829], [2.590753, 5.664456, -2.894970], [1.911641, 5.202172, -4.471278], [-8.105058, -2.485158, 1.190568], [-8.910545, -2.818620, -0.046067], [-8.915842, -1.495157, -0.785964], [-7.690008, -0.828228, -0.452468], [-7.072446, -1.520821, 0.643013], [-7.660279, -3.354961, 1.673079], [-8.741287, -1.976050, 1.921813], [-8.385071, -3.575452, -0.637872], [-9.913673, -3.190132, 0.169379], [-9.744068, -0.858772, -0.456696], [-8.982454, -1.620434, -1.869202], [-6.198978, -2.054986, 0.252029], [-6.733771, -0.799256, 1.389950], [9.160727, -4.001462, -5.309616], [10.603650, -4.218948, -4.909379], [11.319135, -4.118623, -6.242715], [10.556414, -3.216590, -7.055226], [9.293374, -2.977762, -6.419765], [8.525447, -3.662840, -4.493332], [8.741377, -4.931503, -5.706785], [10.931043, -3.410017, -4.247735], [10.780908, -5.168179, -4.400956], [11.347410, -5.087408, -6.752772], [12.341881, -3.747691, -6.143376], [9.307384, -1.957726, -6.019284], [8.491063, -3.051238, -7.157204], [-7.422222, -1.830496, 5.992106], [-7.735468, -3.280442, 6.286804], [-7.894279, -3.857547, 4.894033], [-7.034543, -3.100542, 4.029965], [-6.578660, -1.938947, 4.736946], [-6.908802, -1.317517, 6.806989], [-8.347316, -1.287967, 5.775258], [-6.883690, -3.749260, 6.790740], [-8.620001, -3.421307, 6.909943], [-8.921121, -3.741951, 4.530485], [-7.624543, -4.915021, 4.844954], [-5.520900, -2.089093, 4.981099], [-6.666354, -1.059430, 4.094462], [-8.550361, 2.207693, 8.578967], [-9.792094, 2.710590, 7.876905], [-10.032124, 1.625513, 6.845695], [-9.540770, 0.400960, 7.408821], [-8.776062, 0.708574, 8.582619], [-8.413861, 2.620043, 9.579959], [-7.663465, 2.450891, 7.984360], [-10.628177, 2.746912, 8.582647], [-9.676383, 3.701150, 7.434104], [-9.470853, 1.820431, 5.925320], [-11.088733, 1.514451, 6.592142], [-9.361389, 0.397735, 9.454632], [-7.841474, 0.143094, 8.570981], [7.762133, 3.791652, -1.167209], [7.073445, 4.820439, -0.297625], [5.719725, 4.180103, -0.062617], [5.921739, 2.758633, -0.086712], [7.240332, 2.490757, -0.590473], [8.850687, 3.858576, -1.148561], [7.429908, 3.900573, -2.204823], [7.608758, 4.921476, 0.651783], [7.003387, 5.807778, -0.756347], [5.015985, 4.432481, -0.863851], [5.278315, 4.471681, 0.893362], [7.857235, 2.153469, 0.249033], [7.194724, 1.690600, -1.332802]],
  "forces_ev_per_a": [[0.528, 0.205, -0.037], [-1.390, -0.854, -1.570], [-1.449, 0.499, 1.380], [0.836, 0.326, -1.521], [-0.919, 0.618, 2.408], [1.741, 0.259, -0.424], [-1.594, -1.898, 1.360], [0.435, -0.150, 1.940], [0.588, -4.737, 0.218], [-0.750, -0.722, -4.155], [0.174, 0.809, 1.036], [-0.311, 5.224, 0.230], [0.004, 1.746, 1.800], [-1.458, -4.231, -0.525], [0.425, 2.514, 0.168], [2.690, 0.050, 1.394], [1.007, -1.590, -0.435], [-0.353, -0.747, 0.311], [-0.399, -0.460, -0.186], [1.448, 3.892, -5.103], [-3.404, -1.666, 1.845], [0.911, -1.961, 3.698], [0.404, 1.167, 0.590], [-0.221, -0.448, -0.716], [0.592, 3.033, 2.835], [-0.376, 1.006, 1.048], [0.748, -1.002, 1.714], [1.629, 0.505, -0.059], [3.485, 1.711, -2.710], [0.705, 0.602, -0.440], [1.544, -1.290, -2.385], [-0.937, -0.356, -1.588], [-3.295, 1.459, 0.061], [-0.333, 2.272, -0.869], [0.422, 0.969, 0.307], [-1.108, 1.343, -3.048], [0.085, -0.559, 0.145], [-0.646, 1.107, 1.232], [0.571, -1.499, 0.831], [0.812, 1.100, -0.939], [-0.229, -0.926, 0.889], [1.308, -0.978, -0.780], [0.614, 1.267, 0.356], [0.731, -1.330, -1.440], [0.160, -0.133, -0.598], [2.214, 0.791, -0.513], [0.105, -1.334, -0.677], [-0.326, -0.607, -1.865], [-0.569, 1.111, -1.502], [0.331, 0.601, 1.461], [-0.974, 0.627, -1.601], [-1.744, -0.211, 0.748], [-0.883, 1.403, -0.837], [0.961, 1.061, 0.184], [0.664, -0.539, 1.247], [0.261, 1.711, 0.291], [-0.322, -1.777, -0.110], [-0.766, 0.762, -0.960], [-0.179, -2.346, 0.053], [0.589, -1.054, -0.264], [-0.792, -1.435, -1.050], [0.344, 0.834, -1.069], [-0.982, -0.437, -1.932], [1.029, 0.975, -1.177], [-0.932, -1.486, 0.463], [-0.661, 0.793, 0.697], [-1.170, 0.414, -1.358], [-0.563, -1.582, 1.685], [-0.896, 1.166, 0.040], [-1.054, -0.904, 1.375], [-0.537, -0.993, -0.313], [-0.920, -0.446, 1.875], [-1.514, 1.283, 0.138], [-0.711, 1.018, 1.338], [0.711, -1.135, 1.110], [1.066, 0.911, 0.150], [-0.615, -1.256, -0.311], [1.700, -1.204, 0.008], [-1.761, -0.342, 0.252], [1.142, -0.012, 1.028], [0.326, -1.778, -0.436], [-0.535, -0.291, 1.959], [1.865, -0.586, 1.097], [0.295, -0.005, -0.076], [0.102, -0.100, 0.783], [0.107, -0.029, -0.441], [0.136, 0.258, 0.346], [-0.367, 0.070, -0.102], [0.279, 0.253, -0.108], [-0.036, -0.204, 0.179], [-0.077, -0.029, 0.000], [0.066, -0.038, 0.065], [-0.048, 0.046, -0.057], [-0.022, -0.082, 0.040], [0.006, 0.072, 0.049], [-0.016, -0.128, -0.047], [0.107, -0.029, -0.035], [-0.091, 0.007, 0.061], [-0.124, -0.060, 0.317], [-0.011, -0.268, -0.286], [-0.164, 0.288, -0.113], [-0.047, -0.219, 0.127], [0.230, 0.050, -0.114], [-0.027, 0.164, 0.000], [0.094, -0.068, 0.014], [-0.076, 0.027, 0.014], [0.059, 0.048, -0.033], [-0.060, -0.058, -0.049], [0.073, 0.111, 0.043], [0.055, -0.027, 0.104], [0.012, 0.041, -0.117], [-0.269, -0.161, -0.033], [0.245, 0.112, 0.295], [0.121, -0.102, -0.306], [-0.100, -0.100, 0.276], [0.108, 0.235, -0.131], [0.126, -0.026, -0.165], [-0.038, 0.082, 0.061], [0.018, -0.072, -0.020], [0.007, 0.056, -0.052], [0.071, -0.036, 0.070], [-0.067, 0.035, -0.112], [-0.100, 0.015, 0.024], [0.112, 0.028, -0.045], [-0.291, 0.400, -0.086], [0.156, -0.298, 0.321], [-0.181, -0.092, -0.271], [0.019, 0.090, 0.402], [0.304, -0.114, -0.122], [-0.028, -0.015, -0.072], [0.109, 0.015, 0.111], [-0.080, -0.021, -0.016], [0.048, 0.014, -0.070], [-0.037, -0.066, 0.060], [0.029, 0.077, -0.104], [0.031, 0.098, 0.008], [0.002, -0.095, -0.075], [0.448, 0.119, 0.013], [-0.381, 0.218, 0.126], [0.016, -0.172, -0.302], [0.070, 0.322, 0.133], [-0.188, -0.299, 0.123], [-0.007, -0.056, -0.060], [-0.030, -0.012, 0.072], [0.040, 0.029, -0.074], [-0.018, -0.080, 0.007], [-0.058, 0.079, -0.034], [0.081, -0.106, 0.006], [0.096, 0.010, 0.055], [-0.089, -0.055, -0.060], [0.069, -0.035, -0.456], [0.133, 0.264, 0.350], [-0.333, 0.013, -0.034], [0.071, 0.221, -0.084], [0.172, -0.319, 0.205], [-0.092, -0.037, 0.007], [0.074, -0.026, 0.051], [-0.065, 0.040, -0.063], [-0.024, -0.079, 0.040], [-0.016, 0.099, 0.006], [-0.012, -0.118, -0.033], [0.045, -0.025, -0.074], [-0.097, -0.001, 0.077]],
  "mulliken_charge": [-0.970, -0.630, -0.311, -0.441, -1.577, 0.032, -0.540, 0.347, -0.340, -0.729, -0.203, -0.597, -0.328, 0.637, -0.540, 0.489, -0.799, -0.874, -0.196, 1.012, -0.521, -0.561, -0.209, 2.184, 0.433, -1.918, -0.682, -0.977, 1.388, -1.586, -0.395, -1.701, 2.847, -0.952, -1.332, -2.224, -0.109, 0.271, 0.398, 0.084, 0.305, 0.423, 0.495, 0.633, 0.452, 0.471, 0.330, 0.331, 0.327, 0.348, 0.798, -1.235, 0.355, 0.268, 0.159, 0.625, -0.027, 0.428, 0.712, 0.252, 0.582, 0.296, 0.613, -0.266, 0.053, 0.052, 0.511, -0.402, -0.176, 0.502, 0.198, 0.451, 0.070, 0.474, 0.496, 0.114, -0.092, 0.627, 0.094, 0.163, 0.615, 0.726, 0.429, 0.138, 0.349, -0.580, -0.535, -0.520, -0.344, -0.057, 0.346, 0.265, 0.251, 0.344, 0.289, 0.279, -0.027, 0.304, -0.146, -0.630, -0.496, -0.437, -0.277, 0.223, 0.168, 0.287, 0.348, 0.269, 0.305, 0.174, 0.180, -0.141, -0.560, -0.435, -0.399, -0.475, 0.155, 0.193, 0.281, 0.341, 0.253, 0.293, 0.285, 0.269, -0.095, -0.709, -0.489, -0.323, -0.360, 0.227, 0.066, 0.298, 0.338, 0.256, 0.343, 0.223, 0.199, -0.608, -0.520, -0.457, -0.340, -0.268, 0.343, 0.271, 0.256, 0.328, 0.251, 0.297, 0.270, 0.208, -0.610, -0.618, -0.249, -0.218, -0.469, 0.350, 0.271, 0.274, 0.349, 0.039, 0.324, 0.298, 0.262],
  "multiplicity": 1,
  "molar_mass_g_mol": 998.9,
  "orbital_gap_ev": 7.577,
  "charge": 1
}